(1)
117
Properties=species:S:1:pos:R:3:mulliken_charge:R:1 method="wB97M-V/def2-TZVPD" spin_multiplicity=1 homo_ev=-7.892 gap_ev=6.8 de_lowest_kj_mol=378.50
H 1.06824 -5.41681 -3.30684 0.172
N 1.06650 -5.28830 -4.33566 -0.616
C 2.35091 -5.23296 -4.69877 -0.193
C 3.64082 -5.38824 -3.77884 -0.263
C 3.80055 -4.47139 -2.47393 0.207
C 3.73562 -5.51367 -1.19774 -1.089
C 2.36229 -6.33662 -1.09927 0.370
O 1.23821 -5.91222 -0.70344 -0.412
Cl 2.40871 -8.13213 -1.61550 -0.188
N 5.31261 -4.21324 -2.46782 -0.191
C 5.74963 -2.85122 -2.83336 -0.325
O 6.90100 -2.31260 -2.80126 -0.588
C 4.29644 -2.18645 -3.23980 1.429
C 4.61090 -0.62393 -2.94195 -1.460
C 4.78581 0.64002 -2.58741 -0.731
C 4.19495 -2.18090 -4.84863 -0.410
O 5.48333 -1.62433 -5.34170 -0.336
C 6.01359 -2.62758 -6.24796 0.675
C 7.05905 -3.78012 -5.84569 -0.732
O 5.59266 -2.63882 -7.46762 -0.548
C 3.22899 -2.97966 -2.32803 2.797
C 3.27158 -2.46260 -0.79741 -2.074
C 2.09401 -2.97821 0.17326 0.741
C 2.02258 -1.89252 1.41113 -0.198
Cl 1.78974 -2.67725 3.05760 -0.223
C 1.77854 -2.54881 -2.86559 -0.453
C 1.26916 -1.08070 -2.46034 0.125
O -0.05288 -0.90699 -3.11592 -0.403
C -1.09355 -1.50583 -2.32777 0.521
O -1.48107 -0.92825 -1.25274 -0.490
C -1.86925 -2.87246 -2.75068 -0.448
C -1.67160 -4.08833 -1.70247 -0.627
H 2.52260 -5.09686 -5.84668 0.361
H 3.72793 -6.51690 -3.48505 0.523
H 4.57546 -5.19819 -4.45422 -0.200
H 4.06002 -5.02315 -0.20481 0.418
H 4.56966 -6.29744 -1.43377 0.535
H 5.90301 -5.01229 -2.74478 0.450
H 4.64752 1.70953 -2.19734 0.408
H 3.37693 -1.43038 -5.14936 0.331
H 4.08942 -3.20367 -5.35393 0.096
H 7.63888 -3.59263 -4.86880 0.253
H 6.54733 -4.82490 -5.73350 0.147
H 7.87100 -3.93336 -6.67072 0.346
H 3.32790 -1.31972 -0.66537 0.549
H 4.27069 -2.87438 -0.34747 0.425
H 1.03886 -2.99712 -0.26881 -0.773
H 2.39113 -3.98037 0.68991 0.740
H 1.07538 -1.23780 1.21615 -0.081
H 2.94529 -1.21066 1.45795 0.363
H 1.01111 -3.30326 -2.40519 -0.395
H 1.62629 -2.65438 -4.01526 0.384
H 1.06769 -0.92093 -1.33373 -0.095
H 1.90945 -0.20581 -2.83795 -0.125
H -1.63103 -3.20872 -3.82876 0.315
H -3.00272 -2.60513 -2.74502 0.394
H -0.88041 -3.76419 -0.93339 0.043
H -2.63607 -4.33024 -1.10272 0.341
H -1.34431 -5.07018 -2.24053 0.188
C -1.68017 2.10676 0.21382 -0.724
N -0.28916 2.30960 0.58777 0.719
C -0.05063 1.61413 1.85581 -1.277
P 0.63365 3.74921 0.42859 0.769
O 1.93821 2.98469 0.11828 -0.864
N 0.54649 4.35582 -1.19295 0.206
C 0.12093 3.48820 -2.28599 -1.264
C 1.77460 5.04559 -1.61431 -1.074
N -0.84250 4.67462 0.82149 0.354
C -1.60361 5.48738 -0.12339 -1.019
C -0.58847 5.48726 2.02128 -1.359
H -2.37870 2.54890 0.93509 0.087
H -1.90402 1.03628 0.15566 0.318
H -1.92071 2.50084 -0.77017 0.123
H -0.56419 2.11730 2.68336 0.152
H 1.01694 1.58397 2.09313 0.409
H -0.38891 0.57400 1.81251 0.314
H 0.60140 2.50393 -2.24505 0.362
H 0.34386 3.92987 -3.26249 0.442
H -0.95885 3.35570 -2.28900 0.240
H 2.55331 4.33569 -1.92366 0.263
H 2.17794 5.65461 -0.80053 0.374
H 1.57420 5.71766 -2.45394 0.352
H -1.01650 6.31512 -0.53302 0.325
H -2.48189 5.91977 0.37110 0.366
H -2.00524 4.88843 -0.94122 0.295
H 0.08778 6.32124 1.79799 0.305
H -0.12438 4.87621 2.80411 0.443
H -1.51643 5.88591 2.44331 0.420
C -6.79931 1.03754 5.41997 -0.830
N -5.40490 1.21888 5.78884 0.112
C -5.17154 0.51923 7.05472 -1.111
P -4.46160 2.64575 5.62760 0.935
O -3.17034 1.86315 5.31192 -0.827
N -4.54583 3.25581 4.00748 0.284
C -4.98771 2.39644 2.91440 -1.205
C -3.30942 3.92799 3.58308 -1.480
N -5.92302 3.59105 6.02748 -0.002
C -6.67602 4.41586 5.08638 -0.880
C -5.65308 4.39813 7.22754 -1.123
H -7.48816 1.48966 6.14443 0.303
H -7.03983 -0.02996 5.36173 0.364
H -7.03705 1.43665 4.43742 0.181
H -5.67472 1.02963 7.88486 0.349
H -4.10385 0.47337 7.28759 0.313
H -5.52486 -0.51569 7.01208 0.341
H -4.52148 1.40539 2.95191 0.318
H -4.76170 2.83654 1.93787 0.384
H -6.06950 2.27979 2.91491 0.285
H -2.54271 3.20716 3.27002 0.398
H -2.89436 4.52981 4.39667 0.373
H -3.50223 4.60456 2.74484 0.490
H -6.07875 5.23580 4.67579 0.273
H -7.54622 4.85983 5.58453 0.383
H -7.08900 3.82386 4.26916 0.252
H -4.96606 5.22301 7.00350 0.360
H -5.19473 3.77927 8.00744 0.361
H -6.57394 4.80901 7.65353 0.360


(2)
123
Properties=species:S:1:pos:R:3:mulliken_charge:R:1 method="wB97M-V/def2-TZVPD" spin_multiplicity=1 homo_ev=-10.577 gap_ev=10.7 de_lowest_kj_mol=77.92
C -1.19604 -1.18600 -3.04473 -0.377
C -1.82462 -2.50344 -3.27656 0.362
O -0.94385 -3.36748 -3.97731 -0.362
C -0.33204 -4.30795 -3.45028 0.887
O -0.43359 -4.66760 -2.28926 -0.597
O 0.34904 -4.94190 -4.34387 -0.377
C 1.13119 -6.00067 -3.91292 -0.693
H -1.89914 -0.45771 -2.64056 -0.186
H -0.69378 -0.86243 -3.95640 0.213
H -0.44440 -1.38361 -2.28048 0.280
H -2.65130 -2.19010 -3.91415 -0.447
H -2.09134 -3.02536 -2.35757 0.352
H 1.94062 -5.69974 -3.24782 0.296
H 1.59945 -6.47983 -4.77271 0.252
H 0.54179 -6.82709 -3.51576 0.304
C 4.17070 1.32981 9.11888 -1.069
C 3.27241 0.60700 8.14434 -0.175
O 3.77598 0.39245 6.86626 -0.351
C 3.70298 1.42869 5.96230 0.723
O 3.33306 2.58826 6.17728 -0.604
O 4.19491 1.06433 4.80689 -0.313
C 4.45069 1.88735 3.70460 -0.101
H 4.88256 0.54682 9.38019 0.276
H 3.64747 1.55420 10.04839 0.320
H 4.62389 2.19538 8.63565 0.324
H 2.35209 1.19069 8.12379 0.287
H 2.96735 -0.36608 8.52925 0.344
H 5.43954 2.33982 3.77909 0.324
H 3.74199 2.70624 3.82809 0.136
H 4.21448 1.33521 2.79496 -0.161
C 2.52232 4.93824 -2.13983 -0.637
C 3.45972 4.94654 -0.95047 -0.334
O 2.80958 5.13440 0.29574 -0.308
C 2.77847 4.15673 1.09573 0.816
O 3.40924 3.05799 1.03335 -0.415
O 1.83828 4.48622 2.07912 -0.407
C 1.32914 3.51755 3.00997 -0.686
H 1.78452 4.21558 -1.79125 0.017
H 2.86167 4.47483 -3.06622 0.287
H 2.20014 5.97782 -2.19951 0.304
H 4.20266 5.74182 -1.01111 0.405
H 4.05741 4.03503 -0.94603 0.198
H 1.61892 3.83978 4.01012 0.373
H 1.48912 2.44400 2.90999 0.139
H 0.24608 3.47476 3.12512 0.384
C 2.78639 0.87192 -4.20571 -1.143
C 1.44349 1.10262 -4.79174 -0.137
O 0.79817 2.02261 -3.90487 0.152
C -0.15576 2.74104 -4.32956 0.459
O -0.83414 2.58220 -5.34326 -0.633
O -0.42742 3.66938 -3.33160 -0.040
C -1.40902 4.63538 -3.60052 -0.874
H 2.60729 0.16735 -3.39355 0.247
H 3.29412 1.77961 -3.87954 0.212
H 3.40670 0.42749 -4.98404 0.438
H 1.02947 0.09446 -4.80880 0.094
H 1.60138 1.46121 -5.80889 0.418
H -1.60813 5.22707 -2.70701 0.285
H -2.38303 4.28796 -3.94504 0.281
H -1.13020 5.29609 -4.42139 0.321
C -5.10736 -2.01583 -7.52919 -1.334
C -5.03780 -2.10948 -6.04157 -0.092
O -4.32763 -1.07352 -5.39413 -0.289
C -4.73409 -0.39484 -4.34393 0.863
O -5.72573 -0.69299 -3.65266 -0.688
O -3.86431 0.44465 -4.04963 -0.093
C -4.06216 1.32323 -2.94282 0.247
H -5.82612 -2.67067 -8.02183 0.379
H -4.07910 -2.02133 -7.89076 0.284
H -5.51677 -1.07837 -7.90556 0.363
H -4.50037 -3.05360 -5.95265 0.208
H -6.01275 -2.17645 -5.55877 0.374
H -3.24886 2.04697 -2.88933 -0.392
H -3.89162 0.66235 -2.09297 -0.257
H -5.05746 1.74059 -2.79017 0.431
C -3.20061 0.69993 2.72055 -0.745
C -3.29014 -0.39209 3.70160 -0.093
O -2.55206 -0.12648 4.92914 -0.269
C -2.20039 -1.10699 5.74192 0.738
O -2.46462 -2.33345 5.52814 -0.613
O -1.47740 -0.69685 6.89528 -0.310
C -1.11485 -1.71688 7.85906 -0.570
H -3.93220 1.50770 2.70118 0.414
H -3.25014 0.23162 1.73752 0.114
H -2.30243 1.31231 2.80035 0.138
H -2.86751 -1.33961 3.36742 0.178
H -4.33160 -0.67138 3.86115 0.259
H -1.94375 -1.76340 8.56537 0.277
H -0.23131 -1.34225 8.37589 0.140
H -0.96699 -2.67723 7.36514 0.344
C -5.94113 -1.80171 -0.44049 -0.669
C -5.40714 -2.57208 0.75295 0.167
O -4.38559 -3.60635 0.46847 -0.436
C -3.11878 -3.28101 0.46631 0.782
O -2.66992 -2.15487 0.47783 -0.262
O -2.49460 -4.49690 0.44367 -0.384
C -1.12888 -4.54063 0.86065 -0.692
H -6.13675 -2.57816 -1.18006 0.270
H -5.16831 -1.19516 -0.91266 -0.196
H -6.80143 -1.19110 -0.16635 0.468
H -6.32239 -3.05889 1.08974 0.384
H -5.06827 -1.82980 1.47564 -0.162
H -1.00741 -5.58368 1.15287 0.272
H -0.81865 -3.93438 1.71172 0.287
H -0.36787 -4.27464 0.12702 0.255
O 8.71177 -1.44667 1.38477 -0.576
C 7.67213 -1.07142 0.87455 0.615
O 7.15702 -1.54354 -0.25766 -0.336
C 5.99068 -0.82991 -0.61280 -0.182
C 5.68104 0.02401 0.68433 0.291
O 6.86912 -0.13501 1.37283 -0.382
H 5.99949 -0.23331 -1.52499 0.267
H 5.17427 -1.55209 -0.61760 0.251
H 4.83720 -0.50198 1.13085 -0.139
H 5.38069 1.06339 0.55177 0.206
Cl -1.41721 1.73661 -0.86401 -0.258
C 0.31671 1.22641 -0.56344 0.489
C 0.42625 0.27998 0.64717 -0.359
Cl 2.17827 0.20203 1.13779 -0.073
H 0.96806 2.08364 -0.39317 -0.154
H 0.61190 0.50895 -1.32908 -0.171
H -0.09431 -0.66197 0.47441 0.335
H 0.04338 0.72769 1.56426 0.006